1.
Here is a molecular structure, C46H54BrGeIIrNO5P at a distorted geometry from the Open Molecules 2025 dataset. Energies are from ωB97M-V/def2-TZVPD.

The calculation puts the LUMO energy (alpha / beta) at 0.1 / -1.2 eV. Its spin multiplicity is 2. The calculation puts the highest occupied orbital energy (alpha / beta) at -7.27 / -7.30 eV. The calculation puts the relative energy (zero: lowest compared OMol25 entry of this formula, charge and spin) at 112.47 kJ/mol. As for the HOMO-LUMO gap (alpha / beta): 7.392 / 6.052 eV. The energy comes out at -207091.802 eV. As for the expectation value of S²: 0.759.

CARTESIAN COORDINATES (ANGSTROEM)
Ir  0.72547  -0.39809  -0.73421
C  3.45324  -5.52828  1.00332
N  3.22662  -4.08835  0.94435
C  4.48489  -3.38040  0.71773
C  2.08899  -3.71610  0.05014
C  2.48322  -2.99300  -1.20921
C  3.28091  -3.71455  -2.10336
C  3.80929  -3.14741  -3.24595
C  3.52295  -1.81863  -3.52353
C  2.67827  -1.11561  -2.68681
C  2.11895  -1.66501  -1.51744
H  4.19282  -5.74574  1.77491
H  3.82350  -5.93350  0.05170
H  2.52756  -6.03999  1.26545
H  2.22280  -3.27949  2.62715
H  4.97457  -3.66411  -0.21970
H  5.15902  -3.60819  1.54575
H  4.30481  -2.30976  0.70368
H  1.39093  -3.11395  0.61830
H  1.59182  -4.65302  -0.21395
H  3.50432  -4.75161  -1.87500
H  4.43021  -3.73132  -3.91299
H  3.92100  -1.34286  -4.41123
H  2.40842  -0.10463  -2.97174
C  -0.29290  -2.66446  -3.51502
O  -0.01086  -1.28338  -3.64010
P  -0.49212  -0.16276  -2.55989
O  -0.15083  1.07448  -3.51719
C  0.31473  1.08532  -4.87305
O  -2.05458  -0.51552  -2.72815
C  -3.10037  -0.55112  -1.76750
H  -0.01433  -3.12855  -4.45958
H  -1.35668  -2.82903  -3.33132
H  0.30141  -3.11216  -2.71912
H  -0.24487  1.86312  -5.38932
H  0.16151  0.12526  -5.35423
H  1.37445  1.33913  -4.87206
H  -3.20997  -1.55892  -1.37269
H  -4.01161  -0.24244  -2.27755
H  -2.90169  0.13068  -0.94254
C  3.71506  2.19899  -1.25052
C  3.21853  1.61236  0.06871
C  4.07529  0.42748  0.48611
C  1.70809  1.35985  0.03672
H  4.79103  2.38091  -1.21492
H  3.22049  3.14521  -1.47877
H  3.52559  1.51166  -2.07652
H  3.34852  2.38985  0.83604
H  3.98650  -0.37346  -0.24816
H  3.77450  0.03916  1.45920
H  5.12658  0.71953  0.54134
H  1.24161  2.21741  -0.43362
H  1.31278  1.26191  1.05490
C  0.02714  3.53084  -1.86349
Ge  -1.27735  2.15369  -1.28021
C  -2.83994  2.72463  -2.37401
C  -3.29219  2.14584  -3.55829
C  -4.34285  2.70738  -4.27628
C  -4.95805  3.86580  -3.82849
C  -4.50912  4.46744  -2.66109
C  -3.46269  3.90165  -1.94789
C  -1.78268  2.66710  0.58342
C  -0.86190  3.37820  1.31645
C  -1.08422  3.75362  2.66109
C  -2.23588  3.38636  3.28852
C  -3.21818  2.63800  2.59570
C  -4.40872  2.23368  3.25086
C  -5.37414  1.53528  2.58680
C  -5.19868  1.23563  1.21991
C  -4.06004  1.61469  0.56752
C  -3.01146  2.30325  1.23298
H  0.11822  4.34929  -1.14902
H  -0.36681  3.93495  -2.79633
H  1.01329  3.11846  -2.06896
H  -2.82118  1.25111  -3.94010
H  -4.67866  2.23524  -5.19176
H  -5.77758  4.30054  -4.38667
H  -4.97687  5.37604  -2.30247
H  -3.13492  4.38226  -1.03137
H  0.06566  3.69642  0.85915
H  -0.33365  4.33539  3.18261
H  -2.42735  3.66564  4.31825
H  -4.53558  2.49363  4.29556
H  -6.27719  1.22721  3.09758
H  -5.97748  0.71140  0.68056
H  -3.97042  1.41495  -0.48967
Br  -4.18854  -3.41668  2.70493
C  -2.79793  -2.64742  1.67154
C  -2.18377  -3.39465  0.68358
C  -1.17188  -2.82124  -0.08180
C  -0.76768  -1.50610  0.12386
C  -1.39840  -0.78840  1.14355
C  -2.40858  -1.33950  1.91460
H  -2.49256  -4.41602  0.50355
H  -0.71700  -3.42450  -0.85535
H  -1.11754  0.24247  1.33796
H  -2.89180  -0.75157  2.68499
I  0.76646  2.29668  8.09888
C  1.05837  1.03281  6.46511
C  0.65031  1.44533  5.20577
C  0.84674  0.61336  4.11626
C  1.44088  -0.62903  4.28949
C  1.83939  -1.03503  5.56020
C  1.65470  -0.20469  6.65270
C  1.65977  -1.51687  3.11347
O  2.01016  -2.73851  3.45618
O  1.52018  -1.15982  1.95562
H  0.18191  2.40726  5.07181
H  0.53280  0.92455  3.12730
H  2.29549  -2.00587  5.68847
H  1.96959  -0.51908  7.63794

Atomic partial charges in e from the Mulliken method, atoms 1 to 6: 0.885, -1.042, 0.212, -0.957, 0.657, 0.579

=====

2.
Here is a molecular structure, C46H54Cl2N3O4S5SbSiTi at a distorted geometry from the Open Molecules 2025 dataset. Energies are from ωB97M-V/def2-TZVPD.

The calculation puts the LUMO energy (alpha / beta) at 4.0 / 4.0 eV. Its spin multiplicity is 3. The calculation puts the highest occupied orbital energy (alpha / beta) at -0.53 / -1.66 eV. Its net charge is -2. The calculation puts the relative energy (zero: lowest compared OMol25 entry of this formula, charge and spin) at 239.64 kJ/mol. As for the HOMO-LUMO gap (alpha / beta): 4.518 / 5.642 eV. The energy comes out at -177995.503 eV. As for the expectation value of S²: 2.025.

CARTESIAN COORDINATES (ANGSTROEM)
Ti  -0.12002  0.81031  1.37859
S  0.49238  4.30271  8.02249
C  0.88748  3.59501  6.58309
S  1.97088  4.31251  5.43199
C  1.99938  2.97431  4.25669
C  1.19448  1.92151  4.55749
S  1.06698  0.42601  3.68919
S  0.27418  2.06071  6.06299
S  3.03818  3.11011  2.92859
Cl  -1.91612  1.35801  3.60149
C  -2.67952  -0.05879  2.87659
Cl  -4.09592  -0.54119  3.78289
C  -2.99912  0.35381  1.40649
O  -4.15312  0.41911  1.02839
O  -1.94602  0.62231  0.76009
H  -1.94932  -0.87519  2.88809
C  -1.83262  4.00491  -3.24721
C  -0.99372  3.27581  -4.25351
C  -1.05272  3.67581  -5.58331
C  -0.32962  3.02251  -6.56201
C  0.46498  1.95141  -6.19951
C  0.53198  1.56511  -4.87271
C  -0.18452  2.20521  -3.87371
Sb  -0.02402  1.49071  -1.66991
C  -1.80962  0.34811  -2.34471
C  -2.97672  0.87411  -1.80431
C  -4.21402  0.32761  -2.08041
C  -4.30912  -0.74459  -2.95061
C  -3.16302  -1.23929  -3.53971
C  -1.91082  -0.71149  -3.23991
C  -0.71452  -1.31239  -3.91031
C  2.00888  0.85521  -2.37891
C  2.73018  1.93161  -2.88501
C  4.03388  1.79751  -3.31581
C  4.65988  0.56381  -3.22491
C  3.97288  -0.50119  -2.67971
C  2.65198  -0.36759  -2.25081
C  1.98168  -1.57069  -1.66151
H  -2.21112  4.93711  -3.66621
H  -1.25302  4.21791  -2.34751
H  -2.67992  3.38101  -2.96261
H  -1.68072  4.51681  -5.85401
H  -0.38422  3.34421  -7.59441
H  1.03688  1.41251  -6.94531
H  1.18278  0.74351  -4.61791
H  -2.91642  1.71281  -1.12341
H  -5.09172  0.72201  -1.59161
H  -5.26952  -1.19149  -3.16941
H  -3.22512  -2.06249  -4.24241
H  -0.69702  -2.39309  -3.76671
H  0.19108  -0.87209  -3.50821
H  -0.75132  -1.11229  -4.98201
H  2.24238  2.89471  -2.95681
H  4.56438  2.65131  -3.71801
H  5.67868  0.43771  -3.56621
H  4.46268  -1.46069  -2.56911
H  2.68048  -2.09939  -1.01601
H  1.68188  -2.26499  -2.44761
H  1.09438  -1.30189  -1.08511
C  -1.55142  -5.08959  0.76899
C  -1.47952  -3.57869  0.55089
C  -2.82002  -2.99549  0.99949
C  -1.33032  -3.27629  -0.93851
Si  -0.03852  -2.71299  1.52889
O  -0.06172  -1.15059  1.34409
C  -0.05972  -3.39379  3.32639
C  0.34478  -4.70649  3.56219
C  0.41048  -5.22339  4.84129
C  0.06168  -4.43609  5.92659
C  -0.32202  -3.12329  5.71959
C  -0.37042  -2.61259  4.43409
C  1.70468  -3.35189  1.04159
C  2.00058  -4.40109  0.18069
C  3.30698  -4.77709  -0.08501
C  4.35918  -4.10029  0.50609
C  4.08858  -3.04699  1.36689
C  2.77868  -2.68979  1.63349
H  -2.36952  -5.51669  0.18309
H  -1.73602  -5.31279  1.81799
H  -0.63272  -5.58839  0.47149
H  -3.64502  -3.48529  0.47549
H  -2.86702  -1.93449  0.76559
H  -2.97242  -3.12809  2.07059
H  -2.16272  -3.69769  -1.50781
H  -0.40082  -3.67839  -1.33601
H  -1.33202  -2.19839  -1.08851
H  0.62538  -5.33069  2.72459
H  0.73788  -6.24359  4.99439
H  0.09888  -4.83869  6.93029
H  -0.58272  -2.49159  6.55829
H  -0.62042  -1.56979  4.30089
H  1.19948  -4.93869  -0.30551
H  3.50798  -5.60139  -0.75911
H  5.38338  -4.39189  0.30479
H  4.90458  -2.51089  1.83369
H  2.56878  -1.88109  2.32239
C  -1.48802  5.96561  1.33049
N  -1.50292  4.53381  1.11019
C  -2.72042  3.88951  1.54299
C  -0.31822  3.80971  1.07129
C  0.91988  4.49361  0.57959
O  -0.28342  2.57341  1.36439
H  -2.50952  6.29061  1.52109
H  -1.12632  6.49571  0.44649
H  -0.87532  6.25451  2.19059
H  -3.56282  4.35091  1.02389
H  -2.87532  3.98331  2.62479
H  -2.69232  2.83571  1.27999
H  0.77738  5.55571  0.42869
H  1.23688  4.02641  -0.35801
H  1.71938  4.33561  1.31219
N  2.60688  1.74691  0.10029
N  1.97118  0.75871  0.92659
H  3.57578  1.46581  -0.08861
H  2.68118  2.57921  0.69689
H  2.35088  0.78431  1.89789
H  2.14688  -0.17139  0.53769

Atomic partial charges in e from the Mulliken method, atoms 1 to 6: 0.325, -0.380, 0.093, -0.183, 0.195, -0.028

=====

> Look up the expectation value of S² of the second one.

2.025

=====

> What is the expectation value of S² in the first record?

0.759

=====

> What is the formula in the second record?

C46H54Cl2N3O4S5SbSiTi

=====

> Look up the expectation value of S² of the first one.

0.759